[1]
Density functional theory data (ωB97M-V/def2-TZVPD) for a molecular structure, C2HF6MgNO3S2 at a distorted geometry.

Relative energy (zero: lowest compared OMol25 entry of this formula, charge and spin) = 0.0000 eV
LUMO energy = -1.459 eV
Multiplicity = 1
Orbital gap = 0.276 Eh
Net charge = 0
Energy = -1952.8922 Ha

XYZ file:
```
16
Properties=species:S:1:pos:R:3:nbo_charge:R:1
S -0.45341 -0.51740 -0.31210 1.881
S 1.77752 1.04073 -1.02198 0.390
Mg -2.87836 0.59529 -1.06265 1.831
F 4.13244 0.69752 0.13167 -0.314
F 2.61741 1.41801 1.46084 -0.311
F -1.66900 -2.57790 0.74109 -0.290
F -0.44631 -3.04768 -0.96933 -0.292
F 0.47340 -2.63036 0.93565 -0.284
F 3.42294 2.73323 -0.05832 -0.315
O -1.18286 -0.42033 -1.64951 -1.095
O -3.90757 1.35706 0.34739 -1.329
O -1.78046 0.33703 0.64470 -0.968
N 1.09390 -0.32647 -0.30140 -1.004
C 3.05277 1.47657 0.19900 0.827
C -0.52605 -2.32636 0.13094 0.804
H -3.72634 2.19106 0.78401 0.469
```



[2]
Density functional theory data (ωB97M-V/def2-TZVPD) for a single C2HFINO2 molecule at a distorted geometry.

Relative energy (zero: lowest compared OMol25 entry of this formula, charge and spin) = 0.0630 eV
LUMO energy = -0.252 eV
Multiplicity = 1
SMILES string = O=[N+]([O-])/C=C(/F)I
Orbital gap = 0.358 Eh
Net charge = 0
Energy = -679.4541 Ha

XYZ file:
```
8
Properties=species:S:1:pos:R:3:nbo_charge:R:1
I 2.74329 1.19128 -1.97495 0.188
F -0.30648 1.33103 -2.02649 -0.302
O 1.75394 0.31736 1.60708 -0.348
O 2.31148 -1.05978 0.03814 -0.353
N 1.59154 -0.23813 0.55037 0.512
C 0.47149 0.22008 -0.20448 -0.244
C 0.72048 0.81700 -1.37778 0.295
H -0.52972 0.02703 0.11500 0.253
```



[3]
Density functional theory data (ωB97M-V/def2-TZVPD) for a single C2HFN2O2 molecule at a distorted geometry.

Relative energy (zero: lowest compared OMol25 entry of this formula, charge and spin) = 8.2953 eV
LUMO energy = -1.814 eV
Multiplicity = 1
SMILES string = N#C/C=[N+](/[O-])OF
Orbital gap = 0.318 Eh
Net charge = 0
Energy = -436.3741 Ha

XYZ file:
```
8
Properties=species:S:1:pos:R:3:nbo_charge:R:1
F -2.82854 0.13469 0.03459 -0.085
O -0.51601 1.91476 0.01357 -0.310
O -1.41239 -0.24653 -0.03003 -0.054
N 1.17152 -2.35599 0.01636 -0.238
N -0.24295 0.75396 -0.01123 0.411
C 1.07482 -1.21458 -0.01269 0.205
C 0.95011 0.18111 -0.03191 -0.202
H 1.80344 0.83257 0.02133 0.273
```



[4]
Density functional theory data (ωB97M-V/def2-TZVPD) for a single C2HFO molecule at a distorted geometry.

Relative energy (zero: lowest compared OMol25 entry of this formula, charge and spin) = 2.8525 eV
LUMO energy (spin up / spin down) = -0.545 / -0.545 eV
Multiplicity = 1
Orbital gap (spin up / spin down) = 0.320 / 0.320 Eh
Net charge = 0
Energy = -251.7393 Ha

XYZ file:
```
5
Properties=species:S:1:pos:R:3:nbo_charge:R:1
F 1.76864 0.54763 0.16099 -0.255
O -0.18011 -1.26640 0.00444 -0.497
C 0.57439 0.51116 -0.31352 0.426
C -0.57075 -0.07102 0.09793 0.146
H -1.59218 0.27864 0.05017 0.180
```



[5]
Density functional theory data (ωB97M-V/def2-TZVPD) for a molecular structure, C2HFO2Tm at a distorted geometry.

LUMO energy (spin up / spin down) = -15.992 / -19.665 eV
Expectation value of S² = 2.01
Multiplicity = 3
Orbital gap (spin up / spin down) = 0.330 / 0.159 Eh
Net charge = +3
Energy = -1410.8419 Ha

XYZ file:
```
7
Properties=species:S:1:pos:R:3:nbo_charge:R:1
Tm -1.77663 0.87541 2.33034 2.009
F -0.67681 -0.32349 -1.64385 -0.125
O -0.27931 0.24672 0.64837 -0.579
O 1.63218 1.18490 -0.37979 0.104
C 0.06660 -0.62389 -0.61178 0.536
C 0.93850 0.33328 0.04307 0.739
H 0.09548 -1.69293 -0.38636 0.316
```



[6]
Density functional theory data (ωB97M-V/def2-TZVPD) for a molecular structure, C2HFeLiO2 at a distorted geometry.

Relative energy (zero: lowest compared OMol25 entry of this formula, charge and spin) = 1.4325 eV
LUMO energy (spin up / spin down) = -16.961 / -18.721 eV
Expectation value of S² = 8.76
Multiplicity = 6
Orbital gap (spin up / spin down) = 0.301 / 0.306 Eh
Net charge = +3
Energy = -1497.0086 Ha

XYZ file:
```
7
Properties=species:S:1:pos:R:3:nbo_charge:R:1
Fe -2.75851 0.57591 0.48976 1.908
O 2.74375 0.86638 0.79241 -0.221
O -1.22226 -0.31686 0.05382 -0.923
C 1.83414 0.27513 0.45737 0.511
C -0.19522 -0.05951 -0.71418 0.483
Li 0.07883 -1.56898 0.66713 0.971
H -0.48074 0.22794 -1.74632 0.270
```



[7]
Density functional theory data (ωB97M-V/def2-TZVPD) for a molecular structure, C2HHgO3 at a distorted geometry.

Relative energy (zero: lowest compared OMol25 entry of this formula, charge and spin) = 1.9695 eV
LUMO energy (spin up / spin down) = -14.660 / -13.624 eV
Expectation value of S² = 0.76
Multiplicity = 2
Orbital gap (spin up / spin down) = 0.175 / 0.376 Eh
Net charge = +2
Energy = -454.9449 Ha

XYZ file:
```
7
Properties=species:S:1:pos:R:3:nbo_charge:R:1
Hg 2.56359 0.52209 -0.07993 1.165
O -0.89262 1.99156 -0.02080 -0.229
O -1.38886 -0.42806 -0.12927 -0.300
O 0.63837 0.19384 -0.07839 -0.672
C -0.29197 -1.17590 -0.17129 0.725
C -0.53098 0.89166 -0.05688 0.994
H -0.09753 -1.99517 0.53656 0.318
```



[8]
Density functional theory data (ωB97M-V/def2-TZVPD) for a molecular structure, C2HHgO4 at a distorted geometry.

Relative energy (zero: lowest compared OMol25 entry of this formula, charge and spin) = 10.4218 eV
LUMO energy (spin up / spin down) = -0.674 / -2.401 eV
Expectation value of S² = 0.76
Multiplicity = 2
Orbital gap (spin up / spin down) = 0.314 / 0.251 Eh
Net charge = 0
Energy = -530.7703 Ha

XYZ file:
```
8
Properties=species:S:1:pos:R:3:nbo_charge:R:1
Hg 0.62984 -2.46314 2.31283 0.721
O 1.45172 1.83284 -1.74686 -0.489
O -0.14283 -0.23000 1.09878 -0.253
O -0.74017 -1.47264 1.48254 -0.599
O 0.09936 2.06529 -1.38763 -0.121
C -0.43372 1.18763 -0.73536 0.444
C -0.30580 -0.03044 -0.19554 0.063
H -0.55840 -0.88953 -0.82875 0.234
```